#a
A cluster of 2 separate species, C3H9N2O2 in total, computed with ωB97M-V with the def2-TZVPD basis set.

Results
Frontier orbital gap (eV): 10.1
E_LUMO (eV): -5.368
Charge: +1

```
16
Properties=species:S:1:pos:R:3:mulliken_charge:R:1
C -0.328 -0.848 1.311 0.6292
C 0.431 1.883 0.350 -0.7924
C -0.951 -0.077 0.173 -0.1590
N 0.446 -0.224 2.026 -0.5092
N -0.678 1.141 -0.167 0.0319
O -0.626 -2.188 1.273 -0.4625
O 0.166 -1.694 -1.549 -0.5671
H 1.154 1.134 0.576 0.3120
H 0.622 2.762 -0.256 0.3672
H 0.169 2.427 1.353 0.2833
H -1.846 -0.572 -0.386 0.2868
H -0.043 -2.588 -1.335 0.3184
H 0.868 -0.815 2.806 0.3070
H -1.552 -2.311 1.258 0.3412
H -0.823 1.297 -1.088 0.3160
H 1.010 -1.717 -1.983 0.2972
```

***

#b
The ion C3H9N2O2 with charge +1, computed with ωB97M-V with the def2-TZVPD basis set.

Results
SMILES string: C[C@H](O)/[NH+]=C/NO
Frontier orbital gap (eV): 10.6
E_LUMO (eV): -4.354
Charge: +1

```
16
Properties=species:S:1:pos:R:3:mulliken_charge:R:1
C -2.021 0.973 0.233 -1.2802
C -1.206 -0.056 -0.529 0.1784
O -1.534 -1.354 -0.256 -0.5148
N 0.264 0.147 -0.248 -0.0421
C 0.986 -0.762 0.246 0.0214
N 2.690 -0.711 0.231 -0.1762
O 3.105 0.560 -0.089 -0.3924
H -1.729 1.988 -0.020 0.4107
H -1.920 0.827 1.308 0.3925
H -3.067 0.843 -0.034 0.3628
H -1.288 0.094 -1.616 0.2975
H -1.991 -1.446 0.593 0.3666
H 0.664 1.046 -0.525 0.3003
H 0.623 -1.733 0.540 0.4048
H 2.993 -0.956 1.172 0.2908
H 3.430 0.540 -1.005 0.3799
```

***

#c
A cluster of 2 separate species, C3H9N2O2 in total, computed with ωB97M-V with the def2-TZVPD basis set.

Results
Frontier orbital gap (eV): 10.1
E_LUMO (eV): -3.145
Charge: +1

```
16
Properties=species:S:1:pos:R:3:mulliken_charge:R:1
C -0.236 -1.032 -0.928 -0.2446
C -1.144 -0.716 -1.859 -0.1893
N -1.954 -1.606 -2.512 -0.4567
N 0.383 0.092 -0.185 -0.2761
H 0.139 -1.997 -0.635 0.3422
H -1.318 0.322 -2.125 0.2598
H -1.981 -1.491 -3.517 0.2665
H -1.809 -2.582 -2.282 0.2445
H 1.386 0.124 -0.176 0.3517
H 0.080 0.052 0.786 0.3418
H 0.047 1.000 -0.507 0.3141
O -0.216 1.904 2.614 -0.4122
C 0.912 1.766 2.924 0.2056
O 1.776 1.202 2.044 -0.4315
H 1.353 2.072 3.877 0.3404
H 2.583 0.892 2.480 0.3437
```

***

#c is favored, and the nearest alternative lies 35.4 kcal/mol above it.

***

#a
A cluster of 3 separate species, C3H9N2O2 in total, computed with ωB97M-V with the def2-TZVPD basis set.

Results
Frontier orbital gap (eV): 10.8
E_LUMO (eV): -3.313
Charge: +1

```
16
Properties=species:S:1:pos:R:3:mulliken_charge:R:1
C -0.834 1.328 -0.148 -0.1501
C -0.915 1.425 1.248 -0.3746
N 0.268 1.108 1.847 -0.0232
C 1.151 0.917 0.823 -0.1841
N 0.574 1.051 -0.352 0.0243
H -1.501 1.388 -0.957 0.4365
H -1.841 1.533 1.756 0.4056
H 0.598 0.898 2.755 0.2161
H 2.274 0.791 1.028 0.3379
H 0.894 0.570 -1.145 0.3043
H -1.732 -0.869 -2.192 0.3362
H -0.602 -1.690 -1.716 0.3384
O -0.760 -0.753 -2.094 -0.6581
H 1.460 -2.754 -0.667 0.2961
H 0.318 -2.629 0.350 0.3282
O 0.649 -2.315 -0.535 -0.6334
```

***

#b
A cluster of 2 separate species, C3H9N2O2 in total, computed with ωB97M-V with the def2-TZVPD basis set.

Results
Frontier orbital gap (eV): 10.4
E_LUMO (eV): -3.720
Charge: +1

```
16
Properties=species:S:1:pos:R:3:mulliken_charge:R:1
N 0.156 -1.398 -0.337 -0.2371
C 0.352 -1.557 -1.619 0.2781
N -0.010 -2.609 -2.316 -0.3220
H -0.391 -2.045 0.197 0.2190
H 0.557 -0.563 0.103 0.2535
H 0.903 -0.772 -2.123 0.3219
H 0.156 -2.594 -3.319 0.2682
H -0.675 -3.290 -1.973 0.2508
O -0.032 2.953 0.110 -0.4759
C 0.050 2.107 0.931 0.7185
O 1.036 1.120 0.813 -0.5955
C -0.798 1.857 2.135 -0.8705
H 1.649 1.473 0.127 0.3264
H -1.322 0.915 1.977 0.2537
H -1.490 2.672 2.297 0.3002
H -0.141 1.730 2.995 0.3106
```

***

#b is favored, and the nearest alternative lies 27.2 kcal/mol above it.